[1]
19
Properties=species:S:1:pos:R:3:forces:R:3 method="wB97M-V/def2-TZVPD" max_force_ev_per_a=0.37 e_above_lowest_kcal_mol=93.6 homo_ev=-7.4314 charge=0 e_tot_ha=-348.055687 lumo_energy_ev=0.9
C -1.93607 1.46961 0.24256 -0.02 0.05 -0.03
C -1.24274 0.15920 0.63751 0.00 -0.05 -0.03
C 0.23985 0.20116 0.35154 -0.07 -0.36 0.04
O 0.96909 1.00127 1.29900 -0.17 0.09 0.23
C 1.09412 -0.88145 -0.03212 -0.19 0.02 0.10
C 0.70868 -1.98686 -0.97076 -0.06 0.08 -0.01
O 2.02542 0.26499 -1.18191 0.15 0.15 0.06
H -1.42499 2.33564 0.68255 -0.10 -0.13 -0.06
H -1.90978 1.60284 -0.84360 -0.01 -0.03 0.14
H -2.97971 1.50092 0.57468 0.15 -0.05 -0.05
H -1.38442 -0.00541 1.72049 0.03 -0.05 -0.17
H -1.73078 -0.68590 0.13805 0.18 0.11 -0.03
H 0.90735 0.63044 -0.87875 0.06 0.01 0.03
H 0.34023 1.53043 1.80027 0.10 -0.01 -0.05
H 1.95046 -1.10217 0.60768 -0.06 0.08 -0.11
H -0.07191 -1.68342 -1.67403 0.07 0.01 0.15
H 1.58837 -2.28605 -1.54662 -0.18 0.02 0.09
H 0.35995 -2.86312 -0.41064 0.02 0.19 0.01
H 2.49688 0.79789 -0.51592 0.09 -0.14 -0.31

***

[2]
19
Properties=species:S:1:pos:R:3:forces:R:3 method="wB97M-V/def2-TZVPD" max_force_ev_per_a=0.43 e_above_lowest_kcal_mol=15.9 homo_ev=-9.8103 charge=0 smiles=CC[C@@H](O)CCO e_tot_ha=-348.179442 lumo_energy_ev=0.7
C -1.14554 1.35351 -2.12635 -0.01 0.07 -0.03
C -1.20536 0.20401 -1.12514 0.00 -0.05 0.01
C -0.06156 0.25579 -0.11188 0.08 -0.28 -0.32
O -0.42801 1.17938 0.89534 0.10 0.05 0.22
C 0.26529 -1.12533 0.45918 -0.03 -0.02 0.04
C 1.45219 -1.11567 1.40891 0.08 -0.19 -0.31
O 1.08472 -0.39429 2.58376 0.22 0.07 0.24
H -1.99774 1.33575 -2.81370 0.11 0.02 0.11
H -1.14386 2.31581 -1.60449 -0.02 -0.11 -0.07
H -0.22953 1.29501 -2.72708 -0.14 0.02 0.08
H -1.19334 -0.75855 -1.65275 0.05 0.15 0.03
H -2.13929 0.24619 -0.55240 0.11 -0.05 -0.08
H 0.84882 0.61457 -0.63198 -0.13 -0.02 0.08
H 0.07376 0.94689 1.69323 -0.12 0.14 -0.11
H 0.50264 -1.80118 -0.37212 -0.04 0.10 0.11
H -0.61524 -1.53029 0.97406 0.10 0.04 -0.03
H 2.31104 -0.63235 0.91670 -0.13 -0.07 0.08
H 1.74603 -2.14205 1.67013 -0.07 0.15 -0.02
H 1.87498 -0.24721 3.11659 -0.15 -0.01 -0.04

***

Number 1: molecular weight 104.149 g mol⁻¹. Number 2: molecular weight 104.149 g mol⁻¹.